# C26H44BrCrN2O3PSi

C26H44BrCrN2O3PSi as an isolated structure (the ωB97M-V functional and the def2-TZVPD basis, the Open Molecules 2025 dataset).

The geometry in XYZ format:
```
79
C26H44BrCrN2O3PSi (the ωB97M-V functional and the def2-TZVPD basis)
Cr -0.57 0.75 0.33
C -1.74 -0.94 -4.37
C -1.98 -0.15 -3.08
C -1.77 1.34 -3.30
P -1.06 -0.72 -1.53
C -2.10 -2.19 -0.98
C -2.41 -3.35 -1.93
C -3.42 -1.64 -0.44
C 0.65 -1.41 -2.00
C 0.81 -2.81 -2.57
C 1.36 -0.39 -2.88
H -2.61 -0.85 -5.03
H -1.59 -2.00 -4.17
H -0.88 -0.56 -4.91
H -3.02 -0.29 -2.78
H -0.79 1.53 -3.75
H -1.83 1.88 -2.36
H -2.53 1.74 -3.97
H -1.52 -2.56 -0.13
H -3.05 -3.04 -2.75
H -2.94 -4.10 -1.36
H -1.52 -3.81 -2.34
H -4.13 -1.48 -1.25
H -3.27 -0.71 0.10
H -3.86 -2.36 0.25
H 1.15 -1.42 -1.02
H 0.27 -2.96 -3.50
H 0.51 -3.57 -1.85
H 1.87 -2.97 -2.78
H 1.04 -0.48 -3.91
H 2.44 -0.55 -2.84
H 1.16 0.63 -2.54
Br 5.67 -0.28 4.19
C 4.13 -0.17 3.07
C 4.15 -0.81 1.84
N 3.13 -0.74 1.00
C 2.09 0.00 1.35
C 1.97 0.67 2.57
C 3.03 0.57 3.46
C 0.78 1.59 2.87
O 0.79 2.21 3.93
O -0.08 1.71 1.95
H 4.99 -1.40 1.51
H 1.27 0.10 0.62
H 2.98 1.08 4.41
C -3.87 -3.02 3.81
Si -2.00 -2.89 3.46
C -1.38 -4.44 2.54
C -1.11 -2.75 5.14
C -1.58 -1.49 2.33
C -1.26 -0.66 1.50
H -4.10 -3.82 4.52
H -4.44 -3.23 2.90
H -4.26 -2.10 4.23
H -1.55 -5.36 3.09
H -0.31 -4.37 2.35
H -1.88 -4.55 1.57
H -1.41 -3.55 5.80
H -1.34 -1.81 5.64
H -0.03 -2.79 5.04
O 0.22 2.18 -0.80
C 1.16 2.89 -1.17
C 0.99 3.99 -2.20
C 0.86 5.29 -1.39
C 2.05 5.60 -0.47
C 2.07 4.79 0.83
C 2.68 3.39 0.69
N 2.44 2.80 -0.63
H 0.10 3.84 -2.81
H 1.87 4.04 -2.85
H -0.04 5.23 -0.78
H 0.73 6.11 -2.10
H 1.97 6.65 -0.18
H 2.99 5.48 -1.00
H 1.05 4.70 1.21
H 2.64 5.33 1.60
H 2.28 2.74 1.47
H 3.77 3.43 0.83
H 3.11 3.21 -1.28
```

Values from the calculation:
Energy above the lowest of the compared OMol25 structures with the same formula, charge and spin   0.946 eV
HOMO-LUMO gap (spin up / spin down)   8.2 / 8.5 eV
E_HOMO (spin up / spin down)   -8.131 / -8.506 eV
Strongest force on any atom   1.92 eV/Å
Expectation value of S²   6.03
LUMO level (spin up / spin down)   0.10 / -0.03 eV
Spin multiplicity   5

Atomic partial charges in e from the Mulliken method, atoms 1 to 5:
1. Cr -0.44
2. C -1.60
3. C 0.50
4. C -1.37
5. P 0.87